# 1
Here is a cluster of 2 separate species, CH5FN2 in total at a distorted geometry from OMol25. Energies are from ωB97M-V with the def2-TZVPD basis set.

Results
**HOMO energy (spin up / spin down)**: -0.2418 / -0.4174 hartree
**Multiplicity**: 3
**Net charge**: 0
**Largest force on an atom**: 4.12 eV Å⁻¹
**Lowest unoccupied orbital energy (spin up / spin down)**: 1.2 / -1.4 eV
**⟨S²⟩**: 2.0109
**HOMO-LUMO gap (spin up / spin down)**: 0.2848 / 0.3671 hartree

Element x y z (Å)
C  -1.32  -0.42  -0.06
N  0.38  0.93  -0.04
N  1.49  0.48  0.34
F  2.06  -0.73  -0.40
H  -2.08  0.23  0.39
H  -1.42  -0.51  -1.14
H  -1.10  -1.28  0.60
H  0.38  1.05  -1.01
H  1.62  0.26  1.31

---

# 2
Here is a cluster of 10 separate species, H20O10 in total at a distorted geometry from OMol25. Energies are from ωB97M-V with the def2-TZVPD basis set.

Results
**HOMO energy**: -0.3010 hartree
**Net charge**: 0
**Largest force on an atom**: 9.02 eV Å⁻¹
**SMILES**: O.O.O.O.O.O.O.O.O.O
**Lowest unoccupied orbital energy**: 0.3 eV
**HOMO-LUMO gap**: 0.3106 hartree

Element x y z (Å)
O  -0.20  -1.62  0.45
H  0.23  -1.37  -0.38
H  -0.87  -0.94  0.58
O  -2.17  0.04  -4.03
H  -2.65  -0.61  -3.51
H  -1.38  0.21  -3.51
O  -4.37  1.78  2.79
H  -3.98  1.39  3.58
H  -4.44  1.05  2.17
O  1.13  -2.87  1.83
H  1.49  -3.05  2.70
H  0.78  -3.72  1.54
O  -1.10  2.81  -0.01
H  -1.31  3.00  -0.93
H  -1.63  3.44  0.49
O  3.44  -3.07  -2.44
H  3.83  -2.70  -3.24
H  4.05  -3.78  -2.20
O  1.83  1.94  2.13
H  1.01  1.45  2.27
H  1.59  2.85  2.33
O  0.89  0.36  -3.76
H  1.12  -0.25  -4.48
H  1.75  0.66  -3.43
O  0.85  3.62  0.18
H  1.49  2.90  0.11
H  1.29  4.27  0.74
O  -0.40  -2.80  2.79
H  -0.74  -3.54  2.28
H  -0.99  -2.75  3.55

---

# 3
Here is a cluster of 7 separate species, C34H69BFN4O11S in total at a distorted geometry from OMol25. Energies are from ωB97M-V with the def2-TZVPD basis set.

Results
**HOMO energy**: -0.3942 hartree
**Net charge**: +1
**Largest force on an atom**: 1.25 eV Å⁻¹
**Lowest unoccupied orbital energy**: -2.3 eV
**HOMO-LUMO gap**: 0.3087 hartree

Element x y z (Å)
C  -2.03  -1.79  3.96
C  -1.52  -0.44  3.44
B  -2.40  0.20  2.31
O  -3.35  -0.57  1.67
C  -2.35  1.77  1.88
C  -2.07  2.73  3.03
C  -2.90  2.63  4.30
C  -3.52  3.96  4.70
O  -3.13  4.98  4.23
N  -4.58  3.94  5.65
C  -4.21  3.21  6.87
C  -5.79  3.37  5.06
N  -0.61  2.61  3.14
C  -0.18  2.39  1.85
N  1.11  2.53  1.61
C  1.82  2.42  0.33
C  3.27  2.91  0.48
C  4.25  1.89  -0.09
C  4.44  0.67  0.82
S  5.15  0.92  2.43
O  4.11  0.74  3.41
O  6.33  0.13  2.51
O  5.55  2.45  2.43
N  -1.20  2.14  0.99
C  -1.08  1.31  -0.23
C  -2.33  1.41  -1.12
C  -3.09  0.11  -1.33
F  -3.51  0.02  -2.66
H  -3.01  -1.66  4.42
H  -2.09  -2.53  3.17
H  -1.36  -2.17  4.74
H  -1.53  0.26  4.28
H  -0.46  -0.52  3.14
H  -2.96  -1.30  1.18
H  -3.32  1.98  1.44
H  -2.24  3.72  2.61
H  -3.70  1.88  4.22
H  -2.27  2.31  5.13
H  -5.05  3.27  7.57
H  -4.01  2.14  6.70
H  -3.35  3.68  7.34
H  -5.90  3.66  4.02
H  -6.66  3.72  5.62
H  -5.80  2.27  5.11
H  -0.23  1.98  3.83
H  1.67  2.76  2.42
H  1.86  1.37  0.06
H  1.28  2.95  -0.44
H  3.48  3.16  1.51
H  3.38  3.85  -0.08
H  3.90  1.52  -1.05
H  5.22  2.35  -0.27
H  3.50  0.13  0.94
H  5.14  -0.02  0.34
H  5.32  2.80  3.31
H  -0.83  0.27  0.01
H  -0.29  1.67  -0.87
H  -2.00  1.71  -2.12
H  -2.99  2.21  -0.79
H  -4.00  0.08  -0.72
H  -2.48  -0.77  -1.12
C  0.62  -1.04  -3.50
C  1.49  0.09  -3.04
O  1.42  0.52  -1.90
C  2.43  0.68  -4.05
H  -0.01  -1.38  -2.67
H  0.00  -0.70  -4.32
H  1.23  -1.87  -3.86
H  1.87  1.05  -4.91
H  3.12  -0.08  -4.42
H  3.00  1.50  -3.60
C  7.49  -4.34  5.02
C  6.27  -3.75  4.37
O  5.45  -4.45  3.81
C  6.11  -2.26  4.44
H  7.50  -5.42  4.90
H  8.40  -3.92  4.58
H  7.50  -4.10  6.09
H  6.96  -1.76  3.97
H  6.06  -1.94  5.49
H  5.20  -1.96  3.94
C  6.06  -3.50  8.65
C  6.98  -2.29  8.69
O  8.15  -2.38  8.42
C  6.34  -0.98  9.08
H  6.64  -4.37  8.36
H  5.62  -3.67  9.63
H  5.26  -3.33  7.92
H  5.91  -1.05  10.08
H  5.55  -0.72  8.38
H  7.10  -0.19  9.07
C  -0.08  -2.18  -8.20
C  0.41  -0.89  -7.61
O  1.05  -0.84  -6.57
C  0.07  0.37  -8.37
H  0.22  -3.01  -7.57
H  -1.16  -2.16  -8.28
H  0.33  -2.32  -9.20
H  -1.01  0.47  -8.45
H  0.49  0.33  -9.37
H  0.47  1.24  -7.85
C  -5.25  0.07  -4.99
C  -5.31  0.31  -6.48
O  -4.48  -0.14  -7.23
C  -6.46  1.14  -6.99
H  -4.38  -0.54  -4.77
H  -5.17  1.01  -4.45
H  -6.15  -0.45  -4.66
H  -6.44  2.13  -6.53
H  -7.41  0.67  -6.73
H  -6.39  1.24  -8.07
C  -4.62  -4.85  -9.66
C  -3.72  -3.67  -9.44
O  -2.52  -3.74  -9.60
C  -4.38  -2.38  -9.01
H  -4.03  -5.71  -9.96
H  -5.16  -5.09  -8.73
H  -5.36  -4.63  -10.43
H  -4.91  -2.52  -8.06
H  -5.11  -2.06  -9.76
H  -3.64  -1.60  -8.89

---

# 4
Here is a structure of composition C44H52N3P3Rh at a distorted geometry from OMol25. Energies are from ωB97M-V with the def2-TZVPD basis set.

Results
**HOMO energy (spin up / spin down)**: -0.5508 / -0.6007 hartree
**Multiplicity**: 5
**Net charge**: +3
**Largest force on an atom**: 1.05 eV Å⁻¹
**Lowest unoccupied orbital energy (spin up / spin down)**: -6.7 / -10.4 eV
**⟨S²⟩**: 6.0386
**HOMO-LUMO gap (spin up / spin down)**: 0.3046 / 0.2178 hartree

Element x y z (Å)
Rh  0.61  -0.38  -1.19
C  -1.12  -0.23  1.85
N  -1.48  1.18  1.91
C  -1.31  1.99  0.74
P  0.47  1.91  0.07
C  1.32  2.51  1.56
C  1.07  3.78  2.09
C  1.73  4.19  3.23
C  2.66  3.35  3.84
C  2.91  2.09  3.33
C  2.24  1.67  2.19
C  0.41  3.39  -0.99
C  -0.75  3.81  -1.65
C  -0.71  4.92  -2.49
C  0.48  5.61  -2.67
C  1.63  5.20  -2.03
C  1.61  4.09  -1.19
C  -1.82  1.74  3.11
C  -1.44  1.11  4.33
C  -1.78  1.68  5.53
C  -2.51  2.88  5.56
C  -2.90  3.49  4.37
C  -2.56  2.94  3.16
P  -1.27  -1.08  0.18
C  -1.45  -2.81  0.72
C  -2.68  -3.28  1.18
C  -2.80  -4.59  1.59
C  -1.71  -5.45  1.54
C  -0.48  -4.98  1.08
C  -0.35  -3.67  0.67
C  -2.92  -0.66  -0.45
C  -3.15  -0.96  -1.80
C  -4.40  -0.78  -2.36
C  -5.44  -0.28  -1.58
C  -5.22  0.02  -0.24
C  -3.96  -0.16  0.33
H  -1.70  -0.79  2.57
H  -0.06  -0.36  2.10
H  -1.51  3.03  0.96
H  -1.96  1.64  -0.07
H  0.37  4.45  1.60
H  1.54  5.17  3.63
H  3.19  3.70  4.72
H  3.63  1.44  3.81
H  2.42  0.69  1.77
H  -1.68  3.28  -1.53
H  -1.61  5.25  -2.98
H  0.50  6.48  -3.32
H  2.56  5.74  -2.17
H  2.51  3.78  -0.68
H  -0.84  0.21  4.32
H  -1.47  1.21  6.45
H  -2.78  3.32  6.51
H  -3.49  4.40  4.40
H  -2.92  3.40  2.25
H  -3.55  -2.63  1.21
H  -3.76  -4.96  1.94
H  -1.82  -6.48  1.84
H  0.37  -5.65  1.04
H  0.60  -3.30  0.31
H  -2.33  -1.35  -2.40
H  -4.57  -1.03  -3.40
H  -6.42  -0.14  -2.01
H  -6.03  0.40  0.37
H  -3.82  0.07  1.38
N  0.12  -2.40  -2.52
C  -0.13  -2.44  -3.99
C  0.82  -1.50  -4.74
C  0.17  -0.22  -5.25
C  -0.52  0.60  -4.17
N  0.39  0.93  -3.05
H  0.96  -2.94  -2.35
H  -0.61  -2.92  -2.05
H  -1.17  -2.16  -4.17
H  -0.01  -3.46  -4.36
H  1.28  -2.02  -5.58
H  1.63  -1.24  -4.05
H  -0.57  -0.47  -6.02
H  0.93  0.39  -5.74
H  -1.38  0.06  -3.76
H  -0.90  1.52  -4.62
H  0.14  1.85  -2.69
H  1.34  1.03  -3.41
C  4.24  -0.09  -0.48
P  2.91  -1.24  -0.97
C  3.66  -1.97  -2.47
C  2.97  -2.55  0.28
C  3.23  -3.88  -0.06
C  3.28  -4.85  0.93
C  3.08  -4.50  2.26
C  2.81  -3.18  2.60
C  2.74  -2.21  1.62
H  4.07  0.36  0.49
H  4.34  0.70  -1.22
H  5.17  -0.67  -0.44
H  4.64  -2.38  -2.20
H  3.81  -1.19  -3.21
H  3.06  -2.76  -2.91
H  3.40  -4.17  -1.09
H  3.50  -5.87  0.66
H  3.14  -5.26  3.03
H  2.65  -2.91  3.64
H  2.53  -1.19  1.89

---

# 5
Here is a structure of composition C5H11OS2 at a distorted geometry from OMol25. Energies are from ωB97M-V with the def2-TZVPD basis set.

Results
**HOMO energy**: -0.0966 hartree
**Net charge**: -1
**Largest force on an atom**: 3.37 eV Å⁻¹
**Lowest unoccupied orbital energy**: 3.2 eV
**HOMO-LUMO gap**: 0.2143 hartree

Element x y z (Å)
C  -0.33  2.18  1.70
C  -1.71  3.04  0.65
O  -2.33  3.86  1.41
C  0.51  1.83  0.60
S  1.16  -0.30  0.90
S  -0.02  -1.75  0.18
C  1.00  -2.44  -1.16
C  0.42  -3.76  -1.59
H  0.18  2.88  2.34
H  -0.95  1.47  2.26
H  -2.27  2.11  0.60
H  -1.17  3.54  -0.16
H  0.12  1.75  -0.44
H  1.56  2.28  0.54
H  1.12  -1.67  -1.92
H  2.06  -2.54  -0.75
H  0.64  -4.55  -0.87
H  -0.67  -3.80  -1.69
H  0.66  -4.13  -2.59

---

# 6
Here is a structure of composition C12H23F3NO5P2STl at a distorted geometry from OMol25. Energies are from ωB97M-V with the def2-TZVPD basis set.

Results
**HOMO energy (spin up / spin down)**: -0.5537 / -0.5434 hartree
**Net charge**: +2
**Largest force on an atom**: 2.77 eV Å⁻¹
**Lowest unoccupied orbital energy (spin up / spin down)**: -9.4 / -8.9 eV
**HOMO-LUMO gap (spin up / spin down)**: 0.2067 / 0.2178 hartree

Element x y z (Å)
Tl  -0.69  0.43  -0.75
P  1.79  -0.26  -1.84
C  2.01  -1.99  -1.64
C  1.57  -2.66  -0.44
N  0.60  -2.05  0.31
C  0.27  -2.59  1.47
C  0.80  -3.81  1.91
C  1.71  -4.50  1.11
C  2.10  -3.93  -0.08
C  -0.71  -1.91  2.40
P  -1.85  -0.76  1.52
H  2.80  -4.42  -0.77
H  0.46  -4.18  2.86
H  2.10  -5.47  1.42
H  -1.32  -2.68  2.88
H  -0.15  -1.33  3.17
H  0.65  -2.84  -2.69
H  2.75  -2.52  -2.26
H  -1.18  -1.93  -2.89
O  -0.19  -2.70  -3.22
H  -0.31  -3.55  -3.65
H  -1.83  -0.65  -2.24
O  -2.11  -1.33  -2.96
H  -2.87  -1.76  -2.47
C  -3.22  -1.84  1.04
H  -3.66  -2.30  1.92
H  -4.00  -1.24  0.55
H  -2.88  -2.65  0.38
C  -2.46  0.34  2.84
H  -3.25  0.97  2.40
H  -2.87  -0.25  3.66
H  -1.65  1.00  3.20
C  3.18  0.73  -1.16
H  4.08  0.62  -1.79
H  2.85  1.78  -1.14
H  3.40  0.41  -0.14
C  1.62  0.09  -3.63
H  1.59  1.19  -3.72
H  2.49  -0.30  -4.17
H  0.70  -0.37  -4.02
F  -0.06  5.02  1.06
C  0.01  3.72  0.70
F  -1.25  3.22  0.45
F  0.66  3.66  -0.50
S  0.80  2.52  1.85
O  2.23  2.85  1.93
O  0.05  2.43  3.08
O  0.61  1.32  0.92

---

# 7
Here is a structure of composition C34H29Cl2IrN6O11SSe at a distorted geometry from OMol25. Energies are from ωB97M-V with the def2-TZVPD basis set.

Results
**HOMO energy (spin up / spin down)**: -0.3447 / -0.3447 hartree
**Multiplicity**: 2
**Net charge**: +1
**Largest force on an atom**: 1.28 eV Å⁻¹
**Lowest unoccupied orbital energy (spin up / spin down)**: -4.8 / -6.3 eV
**⟨S²⟩**: 0.8077
**HOMO-LUMO gap (spin up / spin down)**: 0.1700 / 0.1135 hartree

Element x y z (Å)
Ir  -0.44  0.06  -0.59
C  -2.90  -1.44  0.57
O  -2.20  -0.15  0.51
C  -2.92  1.02  0.42
C  -4.28  1.13  0.65
C  -4.85  2.39  0.59
C  -4.09  3.53  0.33
C  -2.73  3.42  0.11
C  -2.15  2.15  0.14
N  -0.78  1.89  -0.05
N  0.05  2.82  0.23
C  1.34  2.50  0.45
C  1.71  1.18  0.96
O  0.93  0.18  0.91
C  2.99  1.02  1.58
C  3.88  2.03  1.58
C  3.58  3.32  1.01
C  4.53  4.33  1.00
C  4.22  5.58  0.48
C  2.96  5.83  -0.04
C  2.00  4.84  -0.05
C  2.30  3.57  0.47
H  -3.50  -1.56  -0.33
H  -3.50  -1.44  1.48
H  -2.12  -2.19  0.62
H  -4.88  0.26  0.87
H  -5.91  2.49  0.76
H  -4.56  4.50  0.28
H  -2.11  4.28  -0.10
H  3.21  0.04  2.00
H  4.86  1.88  2.00
H  5.51  4.14  1.41
H  4.97  6.36  0.48
H  2.72  6.80  -0.45
H  1.02  5.02  -0.46
C  1.33  -4.39  -2.84
N  1.85  -4.93  -1.60
C  1.10  -5.33  -0.54
Se  -0.70  -5.26  -0.31
N  1.99  -5.81  0.38
C  3.29  -5.71  -0.08
C  4.51  -6.04  0.48
C  5.65  -5.76  -0.27
C  5.56  -5.18  -1.54
C  4.33  -4.87  -2.11
C  3.20  -5.14  -1.35
H  0.25  -4.29  -2.72
H  1.53  -5.08  -3.66
H  1.79  -3.43  -3.05
H  1.68  -6.15  1.27
H  4.58  -6.48  1.46
H  6.62  -5.99  0.13
H  6.46  -4.98  -2.10
H  4.26  -4.42  -3.09
C  -0.53  -1.41  -4.11
S  -1.41  -1.50  -2.59
O  -2.55  -2.33  -2.74
O  -1.72  -0.06  -2.18
O  -0.46  -1.88  -1.48
H  -1.13  -0.77  -4.76
H  -0.48  -2.42  -4.52
H  0.45  -0.98  -3.95
O  2.60  -0.60  -3.12
C  2.10  -0.56  -2.02
O  1.12  0.31  -1.79
C  2.71  -1.41  -0.92
C  2.04  -2.10  0.08
C  2.77  -2.74  1.06
C  4.15  -2.78  1.08
C  4.79  -2.14  0.04
C  4.11  -1.46  -0.95
N  6.26  -2.19  -0.02
O  6.79  -1.79  -1.03
O  6.83  -2.78  0.88
N  2.03  -3.42  2.14
O  2.67  -4.06  2.94
O  0.82  -3.28  2.14
H  0.97  -2.22  0.10
H  4.70  -3.29  1.85
H  4.65  -0.98  -1.75
Cl  -3.34  -0.35  4.12
C  -2.28  1.03  4.39
Cl  -0.83  0.97  3.37
H  -1.96  1.02  5.42
H  -2.83  1.93  4.14

---

# 8
Here is a cluster of 2 separate species, C3H4FNO3 in total at a distorted geometry from OMol25. Energies are from ωB97M-V with the def2-TZVPD basis set.

Results
**HOMO energy (spin up / spin down)**: -0.2491 / -0.3832 hartree
**Multiplicity**: 3
**Net charge**: 0
**Largest force on an atom**: 7.46 eV Å⁻¹
**Lowest unoccupied orbital energy (spin up / spin down)**: 0.4 / -3.9 eV
**⟨S²⟩**: 2.0073
**HOMO-LUMO gap (spin up / spin down)**: 0.2654 / 0.2407 hartree

Element x y z (Å)
C  -2.19  0.79  0.14
C  2.40  -1.46  -0.01
C  2.22  -0.16  -0.21
N  3.32  0.74  -0.01
O  3.27  1.80  -0.57
O  4.22  0.37  0.71
O  -0.99  0.78  0.19
F  1.42  -2.34  -0.18
H  -2.74  0.29  -0.67
H  -2.81  1.30  0.89
H  3.34  -1.91  0.30
H  1.29  0.28  -0.52

---

# 9
Here is the ion C5H12N4O with charge +2 at a distorted geometry from OMol25. Energies are from ωB97M-V with the def2-TZVPD basis set.

Results
**HOMO energy**: -0.6226 hartree
**Net charge**: +2
**Largest force on an atom**: 1.82 eV Å⁻¹
**Lowest unoccupied orbital energy**: -8.2 eV
**HOMO-LUMO gap**: 0.3226 hartree

Element x y z (Å)
C  1.09  0.69  -1.11
C  1.69  1.37  0.00
C  -0.03  -0.65  0.52
C  -1.38  0.39  2.31
C  -0.21  -1.22  -1.90
N  0.25  -0.33  -0.85
N  -0.61  0.07  3.31
N  1.60  0.89  -2.32
N  -1.16  0.11  1.05
O  1.72  2.56  0.34
H  -0.24  -1.73  0.59
H  0.87  -0.41  1.12
H  -2.29  0.94  2.54
H  -0.49  -0.66  -2.79
H  0.55  -1.96  -2.15
H  -1.10  -1.75  -1.55
H  0.25  -0.46  3.22
H  -0.87  0.33  4.26
H  2.25  1.64  -2.51
H  1.53  0.18  -3.04
H  -1.89  0.34  0.38
H  1.23  3.27  -0.15